--- A ---
9
Properties=species:S:1:pos:R:3 method="wB97M-V/def2-TZVPD" lumo_energy_ev=0.64 smiles="F/C=C/F.O=C=O" total_charge=0
C 1.84 -0.20 0.10
C -0.79 0.70 -0.09
C -1.04 -0.56 0.18
O 1.74 0.05 -1.06
O 1.84 -0.38 1.22
F -0.18 1.62 0.66
F -1.69 -1.28 -0.78
H -1.23 1.25 -1.06
H -0.50 -1.20 0.84


--- B ---
9
Properties=species:S:1:pos:R:3 method="wB97M-V/def2-TZVPD" lumo_energy_ev=0.47 smiles="O=C(O)C=C(F)F" total_charge=0
C -0.18 -0.87 0.33
C -0.19 0.40 -0.40
C 0.74 1.38 -0.18
H -1.06 -2.54 0.30
H -0.99 0.59 -1.18
O -1.11 -1.71 -0.20
O 0.47 -1.17 1.30
F 1.55 1.38 0.83
F 0.77 2.54 -0.80


The most stable arrangement is B, and the next structure is 15.6 kcal/mol less stable.